No. 1
# C36H42ClN5OPSTeZr

A structure of composition C36H42ClN5OPSTeZr at a distorted geometry (ωB97M-V with the def2-TZVPD basis set, OMol25).

```
89
Properties=species:S:1:pos:R:3:mulliken_charge:R:1
Zr -0.37830 0.32088 0.04353 -0.13
Cl 1.42361 -1.55946 -1.29166 0.00
C 2.29329 -2.57429 -0.08108 0.42
C 2.71661 -3.87626 -0.33908 -0.29
C 3.47405 -4.48620 0.61193 -0.71
C 3.79513 -3.76960 1.80955 -0.63
C 3.40927 -2.46996 1.99815 -0.61
C 2.65661 -1.80366 0.99698 -0.52
P 2.04603 -0.04627 1.27483 2.04
C 2.16343 0.06539 3.05139 -0.32
C 1.18957 -0.57231 3.82264 0.50
C 1.17252 -0.51084 5.21175 -0.53
C 2.20346 0.15776 5.86186 -0.70
C 3.19192 0.82443 5.09300 -0.74
C 3.16261 0.75646 3.70803 -0.11
C 3.43803 1.07212 0.69281 0.33
C 4.64815 0.62616 0.27668 -0.34
C 5.68775 1.51482 0.02644 -0.64
C 5.50566 2.87922 0.10789 -0.65
C 4.22909 3.33653 0.38456 -0.68
C 3.19615 2.43650 0.66248 0.09
H 2.40752 -4.32288 -1.23593 0.61
H 3.84175 -5.47014 0.39564 0.44
H 4.41164 -4.21810 2.60486 0.42
H 3.64643 -1.85645 2.88596 0.46
H 0.43003 -1.13189 3.34173 -0.44
H 0.41574 -1.05275 5.78838 0.42
H 2.12032 0.31943 6.91922 0.38
H 3.93306 1.39857 5.64952 0.42
H 4.02134 1.20310 3.17366 0.31
H 4.86717 -0.42594 0.21059 0.36
H 6.67253 1.10018 -0.23330 0.36
H 6.37700 3.51274 0.07243 0.44
H 4.04861 4.42057 0.35706 0.41
H 2.18865 2.85960 0.91470 0.13
C -3.71165 1.63105 -0.05299 -1.50
C -2.80308 2.39241 -0.96564 0.96
C -3.37123 3.52899 -1.58970 -0.89
C -2.67240 4.36628 -2.39332 -1.37
C -1.31018 4.13623 -2.61468 0.91
C -0.50614 4.99912 -3.35747 -0.81
C 0.84851 4.81967 -3.39873 -0.87
C 1.38956 3.67373 -2.80861 -0.97
C 0.61156 2.75147 -2.09733 1.72
S 1.30404 1.30264 -1.61341 -0.51
C -0.78061 2.97037 -1.95787 -1.33
N -1.53126 2.06128 -1.18560 1.66
H -4.70102 1.81543 -0.38140 0.58
H -3.56486 2.01612 0.96284 0.24
H -3.42413 0.60262 -0.15316 0.08
H -4.44980 3.71458 -1.36126 0.42
H -3.17477 5.24104 -2.77621 0.44
H -0.97579 5.81835 -3.90368 0.41
H 1.51379 5.51095 -3.84224 0.48
H 2.44295 3.52032 -3.01177 0.50
C -3.72209 0.80941 -4.00216 -1.27
N -2.66004 0.10154 -3.23488 0.67
C -1.34411 0.50446 -3.66205 -0.97
C -2.80666 -0.77819 -2.20071 -0.11
N -1.93503 -0.92380 -1.22391 0.13
N -3.93331 -1.58903 -2.23732 0.22
C -4.53488 -2.16103 -1.04632 -1.12
C -4.42312 -2.05685 -3.56700 -1.13
H -3.43496 1.88837 -4.01766 0.47
H -4.62691 0.64219 -3.44720 0.42
H -3.68770 0.47904 -5.04493 0.29
H -1.13028 -0.02290 -4.62944 0.37
H -0.59995 0.22829 -2.89885 0.01
H -1.36550 1.52590 -3.95401 0.51
H -2.04073 -1.84819 -0.76997 -0.20
H -4.40295 -3.23619 -1.02327 0.34
H -5.60547 -2.01902 -1.07911 0.38
H -4.10638 -1.66721 -0.16765 0.37
H -3.60620 -2.07661 -4.27579 0.34
H -5.30339 -1.46965 -3.86515 0.32
H -4.84265 -3.07832 -3.44292 0.38
Te -0.77808 1.94242 2.06324 -0.57
C -0.34887 -4.67687 2.83502 -0.99
N -0.82878 -3.32321 2.51516 0.36
C -1.85823 -2.68160 3.30174 -0.85
C -0.39501 -2.72695 1.44310 -0.38
O -0.75368 -1.55142 1.19491 -0.35
H 0.25055 -4.60948 3.75841 0.36
H 0.23907 -5.08062 2.02875 0.32
H -1.13385 -5.42438 3.00303 0.37
H -2.17907 -3.32085 4.07691 0.47
H -2.70989 -2.33082 2.70659 0.26
H -1.48640 -1.76221 3.72618 0.23
H 0.35464 -3.23636 0.87234 0.68
```

## Properties
relative energy (zero: lowest compared OMol25 entry of this formula, charge and spin) = 0.748 eV
E_LUMO (spin up / spin down) = -2.3 / -2.3 eV
total charge = +1
multiplicity = 1
Kohn-Sham gap (spin up / spin down) = 6.37 / 6.37 eV


No. 2
# C36H43As3BrF9N2O4RbS2Sb

A structure of composition C36H43As3BrF9N2O4RbS2Sb at a distorted geometry (ωB97M-V with the def2-TZVPD basis set, OMol25).

```
102
Properties=species:S:1:pos:R:3:mulliken_charge:R:1
Rb 0.15153 -1.43477 0.28229 1.15
F -2.97927 -0.94722 0.50771 0.39
C -3.62491 -1.94679 1.11838 0.59
F -4.65104 -2.30678 0.36342 -0.22
F -4.07499 -1.48741 2.28111 -0.25
S -2.52100 -3.41089 1.44759 1.00
O -1.18321 -2.84676 1.64259 -0.21
O -3.20002 -4.05578 2.52638 -0.70
N -2.60450 -4.30409 0.12722 -0.69
S -1.64865 -3.94982 -1.08774 1.02
O -1.40521 -2.51820 -1.18131 0.05
O -2.02830 -4.67300 -2.26312 -0.68
C 0.00273 -4.72716 -0.59148 0.36
F -0.10755 -5.34617 0.57615 -0.25
F 0.98218 -3.79082 -0.45246 -0.04
F 0.40249 -5.60076 -1.49707 -0.26
C 4.21495 -1.33234 3.55233 -1.30
As 2.51805 -1.21939 2.63396 0.30
C 2.17615 -3.16453 2.67201 -1.08
C 1.28664 -0.85856 4.14238 -1.91
C 0.98331 0.59171 4.55992 2.39
C -0.08086 0.51937 5.66117 -2.18
C 0.45999 1.42931 3.38159 -1.95
As -1.08360 0.74520 2.37659 0.72
C -2.56090 1.50453 3.38811 -1.43
C -0.99551 2.19061 1.05351 -1.26
C 2.22960 1.27650 5.16044 -1.77
As 3.51721 2.12511 3.92740 0.29
C 4.88225 2.41484 5.28631 -1.22
C 2.78417 3.92619 3.94021 -1.10
H 4.73434 -0.37925 3.53288 0.32
H 4.82049 -2.07595 3.03525 0.50
H 4.05705 -1.66071 4.57966 0.39
H 2.45973 -3.55632 3.64867 0.43
H 2.75750 -3.66608 1.89983 0.39
H 1.11708 -3.37611 2.50879 0.16
H 1.65130 -1.42879 5.00125 0.73
H 0.35247 -1.33618 3.83229 0.45
H -0.96279 -0.04518 5.34808 0.33
H -0.41065 1.52040 5.95421 0.47
H 0.32460 0.02341 6.54707 0.48
H 1.23871 1.51533 2.61776 0.28
H 0.21858 2.44513 3.70859 0.73
H -2.23285 2.40297 3.91025 0.40
H -2.95667 0.78522 4.10110 0.35
H -3.35193 1.76217 2.68476 0.45
H -0.97834 3.15150 1.57022 0.56
H -1.86309 2.15272 0.39482 0.31
H -0.09839 2.09664 0.44097 0.25
H 2.80157 0.54918 5.74501 0.46
H 1.91855 2.06347 5.85334 0.80
H 5.28668 1.45457 5.60643 0.35
H 4.46142 2.93231 6.15004 0.35
H 5.68808 3.01050 4.86082 0.43
H 2.06198 4.04644 3.13508 0.23
H 3.60525 4.62547 3.78159 0.45
H 2.30713 4.14164 4.89726 0.36
Br 0.90437 -2.98240 -3.63088 -0.06
C 2.45470 -2.12605 -3.00030 0.23
C 3.64730 -2.39665 -3.65797 -0.71
C 4.78961 -1.77466 -3.19052 -0.41
C 4.70215 -0.92210 -2.09895 -0.78
C 3.46270 -0.72505 -1.52628 -0.51
N 2.33602 -1.30912 -1.96862 0.46
H 3.67039 -3.07379 -4.49923 0.50
H 5.74023 -1.95740 -3.67676 0.41
H 5.57257 -0.42185 -1.69667 0.46
H 3.35054 -0.07077 -0.66877 0.48
F -2.18173 6.61425 -3.42646 -0.34
C -2.03869 5.29374 -3.18695 0.35
C -0.86306 4.84795 -2.62147 -0.68
C -0.73799 3.48511 -2.37618 -0.51
C -1.75547 2.57595 -2.69010 0.34
C -2.91892 3.07858 -3.27072 -0.22
C -3.06922 4.44129 -3.51967 -0.69
Sb -1.27100 0.50307 -2.38467 -0.50
C -0.46679 0.28321 -4.34148 0.51
C -1.22858 0.01006 -5.47901 -0.30
C -0.63865 -0.05584 -6.73702 -0.78
C 0.71612 0.17712 -6.84213 0.35
F 1.29311 0.10891 -8.06100 -0.36
C 1.50261 0.48773 -5.75469 -0.63
C 0.89626 0.53627 -4.50319 -0.66
C -3.20826 -0.32361 -2.72850 0.51
C -3.38354 -1.46388 -3.52132 -0.75
C -4.62613 -2.06833 -3.66628 -0.76
C -5.69857 -1.51254 -3.00020 0.22
F -6.91041 -2.08873 -3.13633 -0.37
C -5.57833 -0.40304 -2.19133 -0.66
C -4.32213 0.18039 -2.05599 -0.62
H -0.07614 5.55194 -2.38433 0.45
H 0.19005 3.13946 -1.92795 0.27
H -3.72524 2.41275 -3.56187 0.37
H -3.96750 4.84124 -3.97204 0.46
H -2.29485 -0.15892 -5.40296 0.42
H -1.21494 -0.27623 -7.62648 0.48
H 2.55920 0.67621 -5.89406 0.47
H 1.51418 0.77300 -3.64418 0.30
H -2.53644 -1.92239 -4.02167 0.71
H -4.76388 -2.95961 -4.26423 0.46
H -6.44808 -0.01969 -1.67408 0.45
H -4.22704 1.03784 -1.39816 0.48
```

## Properties
relative energy (zero: lowest compared OMol25 entry of this formula, charge and spin) = 0.898 eV
E_LUMO = -0.1 eV
multiplicity = 1
Kohn-Sham gap = 8.55 eV


No. 3
# C36H43BBrIN4O11S

A cluster of 4 separate species, C36H43BBrIN4O11S in total at a distorted geometry (ωB97M-V with the def2-TZVPD basis set, OMol25).

```
98
Properties=species:S:1:pos:R:3:mulliken_charge:R:1
C 5.36677 -2.10999 1.60281 -0.81
C 4.52885 -1.36801 0.80717 -1.40
C 4.32391 0.10487 0.94516 0.68
C 3.24035 0.49286 1.72006 1.02
C 2.93177 1.83226 1.95212 -0.26
C 3.75730 2.83344 1.41861 0.64
C 3.50366 4.30678 1.65302 -1.59
N 4.50303 4.93766 2.54415 -0.62
C 4.83640 2.40659 0.64725 -0.04
Br 6.00009 3.70988 -0.14249 -0.24
C 5.13898 1.08640 0.37451 0.48
B 6.33891 0.63227 -0.55005 0.57
O 7.59881 0.47519 -0.02310 -0.68
C 6.04796 0.40958 -2.08840 -0.37
C 5.15513 -0.80273 -2.40101 -0.91
N 1.80528 2.10556 2.75577 -0.60
C 0.60787 1.45752 2.37240 -0.58
C -0.59458 2.14626 2.18874 0.92
C -0.60605 3.64228 2.39270 -1.72
O 0.28786 4.27876 1.49838 -0.25
C -0.24813 5.38472 0.78777 -0.87
C -1.72571 1.42329 1.81587 -0.72
I -3.56927 2.40189 1.47355 0.05
C -1.71892 0.04187 1.62210 1.15
N -2.86084 -0.68805 1.23287 -0.61
C -0.50692 -0.63831 1.81646 0.12
C -0.43033 -2.11324 1.60717 -0.35
C -1.20695 -2.98641 2.36480 -0.19
C -1.08756 -4.35173 2.14021 -0.41
N -0.29787 -4.90210 1.22094 -0.63
C 0.42022 -4.05049 0.48952 -0.51
C 0.40826 -2.67189 0.64417 -0.31
C 0.62692 0.07967 2.18825 1.06
S 2.18335 -0.72621 2.45402 -0.36
H 6.45236 -2.03732 1.56869 0.21
H 4.96257 -2.86089 2.28118 0.26
H 3.98650 -1.86245 -0.00176 0.42
H 2.52392 4.46792 2.09107 0.28
H 3.48594 4.80243 0.68105 0.54
H 5.02282 4.20876 3.01628 0.32
H 5.15347 5.46360 1.97746 0.33
H 7.98908 -0.33968 -0.35947 0.32
H 5.48528 1.29663 -2.40557 0.19
H 6.96657 0.41041 -2.68315 0.37
H 4.19299 -0.64124 -1.90445 0.22
H 4.93041 -0.91098 -3.45971 0.40
H 5.54584 -1.74547 -2.01672 0.23
H 1.67803 3.09295 2.90634 0.30
H -1.61412 4.04283 2.33542 0.59
H -0.27191 3.82538 3.42543 0.26
H -1.10341 5.83364 1.29424 0.36
H -0.50641 5.08176 -0.22896 0.29
H 0.52809 6.14958 0.72499 0.28
H -3.46838 -0.12811 0.64431 0.15
H -2.57236 -1.46506 0.64692 0.28
H -1.89418 -2.62215 3.11633 0.41
H -1.67342 -5.02946 2.75274 0.38
H 1.05995 -4.47940 -0.27511 0.44
H 1.04074 -2.05620 0.01963 0.50
C -8.64904 0.20357 2.74830 -1.42
C -7.89401 1.50163 2.66813 0.51
C -8.70436 2.75473 2.90823 -0.53
O -7.96837 3.73406 2.15582 -0.35
C -7.34120 3.08170 1.15077 0.47
O -6.79055 3.60986 0.23786 -0.54
O -7.42430 1.74237 1.32382 -0.08
H -8.04020 -0.60582 2.34804 0.27
H -8.91679 -0.03362 3.77733 0.43
H -9.56082 0.24665 2.15086 0.35
H -7.01891 1.47462 3.32380 0.25
H -8.76288 3.04108 3.95480 0.33
H -9.71164 2.68870 2.49083 0.31
C -9.23230 0.44799 -2.40575 -1.61
C -8.31874 -0.26625 -1.44472 1.04
C -7.43745 -1.33289 -2.05473 -0.51
O -7.21740 -2.20918 -0.94037 -0.33
C -8.28582 -2.09286 -0.11620 0.65
O -8.50435 -2.80235 0.81141 -0.54
O -9.06667 -1.05043 -0.49040 -0.38
H -9.97144 1.03556 -1.86233 0.38
H -8.65922 1.11518 -3.04880 0.39
H -9.77678 -0.26268 -3.02962 0.38
H -7.72322 0.45680 -0.88122 -0.06
H -6.49225 -0.95122 -2.43187 0.33
H -7.94369 -1.89668 -2.84200 0.27
C 8.47115 -4.83217 -6.08909 -1.46
C 7.07224 -4.60962 -5.57606 0.47
C 6.65468 -3.16389 -5.43072 -0.48
O 5.66536 -3.24338 -4.39714 -0.25
C 5.96689 -4.32043 -3.62870 0.65
O 5.45756 -4.56554 -2.58533 -0.53
O 6.93215 -5.06788 -4.21802 -0.35
H 8.76166 -5.87408 -5.96099 0.36
H 8.53359 -4.57821 -7.14698 0.38
H 9.18973 -4.22421 -5.53779 0.35
H 6.35288 -5.16294 -6.18658 0.26
H 6.22650 -2.74158 -6.33630 0.33
H 7.46903 -2.52446 -5.08090 0.29
```

## Properties
E_LUMO = 0.1 eV
SMILES string = C=Cc1c2c(c(CN)c(Br)c1B(O)CC)Nc1c(COC)c(I)c(N)c(-c3ccncc3)c1S2.C[C@@H]1COC(=O)O1.C[C@@H]1COC(=O)O1.C[C@@H]1COC(=O)O1
multiplicity = 1
Kohn-Sham gap = 7.65 eV